{
  "formula": "C27H35Cl14FNO6P",
  "method": "ωB97M-V/def2-TZVPD",
  "lumo_energy_ev": -1.303,
  "spin_multiplicity": 1,
  "smiles": "CCCOc1cc2c(c(P(=O)(O)O)c1)C(=O)c1c(N)cc(CCCF)cc1C2=O.ClCCl.ClCCl.ClCCl.ClCCl.ClCCl.ClCCl.ClCCl",
  "relative_energy_ev": 0.000,
  "gap_ha": 0.2617,
  "symbols": ["C", "C", "C", "O", "C", "C", "C", "C", "C", "P", "O", "O", "O", "C", "C", "O", "C", "C", "N", "C", "C", "C", "C", "C", "F", "C", "C", "C", "O", "H", "H", "H", "H", "H", "H", "H", "H", "H", "H", "H", "H", "H", "H", "H", "H", "H", "H", "H", "H", "H", "Cl", "C", "Cl", "H", "H", "Cl", "C", "Cl", "H", "H", "Cl", "C", "Cl", "H", "H", "Cl", "C", "Cl", "H", "H", "Cl", "C", "Cl", "H", "H", "Cl", "C", "Cl", "H", "H", "Cl", "C", "Cl", "H", "H"],
  "xyz": [[-3.269, 2.451, -2.233], [-3.872, 1.016, -1.796], [-2.895, -0.195, -2.295], [-2.297, -0.909, -1.179], [-1.317, -0.132, -0.512], [0.177, -0.019, -0.993], [1.249, 0.811, -0.211], [0.885, 1.595, 1.088], [-0.580, 1.506, 1.577], [-1.141, 2.399, 3.165], [-0.922, 3.913, 3.092], [-0.259, 1.689, 4.466], [-2.785, 1.977, 3.473], [-1.650, 0.678, 0.796], [2.049, 2.438, 1.783], [2.184, 2.559, 3.036], [3.103, 3.109, 0.769], [3.729, 4.515, 1.012], [3.440, 5.326, 2.198], [4.721, 5.086, -0.032], [5.135, 4.308, -1.330], [6.199, 5.029, -2.274], [6.827, 4.105, -3.424], [7.485, 2.734, -2.911], [7.758, 2.689, -1.500], [4.479, 2.927, -1.572], [3.484, 2.319, -0.541], [2.782, 0.892, -0.710], [3.323, -0.120, -1.223], [-4.129, 3.159, -2.485], [-2.551, 2.371, -3.121], [-2.706, 2.890, -1.324], [-3.936, 0.956, -0.648], [-4.934, 0.890, -2.215], [-3.583, -0.892, -2.905], [-2.086, 0.164, -3.016], [0.550, -0.553, -1.941], [0.288, 0.952, 4.087], [-2.814, 1.626, 4.402], [-2.739, 0.582, 1.157], [3.355, 6.331, 1.944], [2.510, 5.023, 2.524], [5.166, 6.124, 0.157], [6.991, 5.557, -1.639], [5.623, 5.874, -2.819], [6.098, 3.914, -4.301], [7.689, 4.721, -3.896], [6.766, 1.884, -3.224], [8.475, 2.536, -3.450], [4.735, 2.318, -2.497], [-3.508, 0.035, 6.600], [-4.977, -0.553, 5.811], [-5.304, -2.235, 6.241], [-5.818, 0.063, 6.126], [-4.852, -0.482, 4.732], [7.410, 8.167, -4.354], [8.394, 7.366, -5.585], [7.767, 5.755, -5.955], [8.384, 7.967, -6.492], [9.414, 7.272, -5.216], [-4.205, -3.862, -2.881], [-2.492, -4.277, -2.723], [-2.214, -5.985, -3.086], [-1.915, -3.669, -3.419], [-2.171, -4.075, -1.702], [1.020, -2.390, -0.612], [0.949, -4.158, -0.628], [-0.589, -4.741, 0.018], [1.058, -4.507, -1.654], [1.761, -4.550, -0.017], [-4.911, -9.102, -2.375], [-3.520, -10.016, -2.970], [-2.111, -8.969, -3.180], [-3.276, -10.797, -2.252], [-3.775, -10.463, -3.930], [-9.249, -2.286, 7.994], [-8.227, -3.473, 8.813], [-9.165, -4.880, 9.327], [-7.445, -3.799, 8.129], [-7.779, -3.008, 9.690], [-3.705, -8.441, 2.481], [-5.181, -9.027, 1.703], [-5.509, -10.708, 2.142], [-6.018, -8.408, 2.021], [-5.061, -8.960, 0.622]],
  "atomic_forces_ev_per_a": [[-0.3, -0.1, 0.9], [0.9, 0.1, -0.2], [-1.7, 0.8, -1.0], [1.6, 1.6, 0.6], [3.0, 2.7, 2.2], [-0.7, 2.1, 2.0], [-2.6, 0.4, 1.2], [-1.9, -1.8, -2.0], [0.2, -2.0, -2.2], [0.5, 2.1, 1.1], [-0.7, -4.0, 0.1], [-1.5, 0.1, -2.9], [3.1, 0.0, 0.4], [2.5, -0.7, -1.6], [1.1, 0.6, 1.7], [-0.9, -0.4, -4.7], [1.2, 0.5, -2.1], [1.0, -0.9, -2.3], [-0.9, -1.0, -2.3], [-1.1, -3.1, -1.0], [-2.3, -0.7, 3.1], [-1.3, -0.2, -0.5], [1.4, 0.6, 0.4], [-0.5, -0.5, -1.0], [-0.6, 0.2, -1.9], [-0.7, 1.1, 2.7], [0.9, 2.8, 0.9], [0.3, -1.4, -1.1], [-1.7, 3.7, 1.5], [1.3, -0.9, 0.3], [-1.1, 0.1, 1.3], [-0.7, -0.6, -1.6], [0.0, 0.1, -1.9], [1.7, 0.0, 0.6], [1.4, 0.5, 1.3], [-1.0, -0.3, 1.1], [-0.9, 1.3, 1.6], [-0.5, 0.9, 0.5], [0.0, 0.3, -1.0], [2.1, 0.4, -0.3], [0.3, -1.1, 0.1], [0.7, 0.2, 0.3], [-0.7, -1.8, -0.3], [-1.1, -1.1, -0.9], [0.9, -1.3, 0.9], [1.0, 0.1, 1.7], [-1.7, -1.1, 1.1], [1.2, 1.1, 1.1], [-1.3, 0.4, 0.9], [-0.4, 0.9, 1.5], [0.0, 0.1, -0.1], [-0.2, 0.1, -0.2], [-0.1, 0.0, -0.1], [0.2, -0.1, 0.1], [0.1, -0.1, 0.2], [0.1, 0.1, 0.0], [0.2, 0.1, -0.1], [0.2, 0.3, -0.7], [-0.1, -0.1, 0.2], [-0.2, -0.1, 0.0], [0.0, 0.1, 0.0], [0.3, 0.2, 0.0], [0.0, 0.4, 0.1], [-0.2, -0.1, 0.0], [-0.2, -0.1, -0.3], [0.3, -1.5, 0.3], [0.3, -0.2, 0.0], [0.2, -0.2, 0.3], [-0.1, 0.1, 0.1], [-0.2, 0.1, 0.0], [-0.1, -0.1, 0.0], [0.1, -0.3, 0.0], [0.1, -0.5, -0.1], [0.0, 0.2, 0.0], [0.0, 0.2, 0.1], [0.1, 0.1, 0.0], [0.3, 0.0, 0.0], [0.1, 0.0, 0.0], [-0.2, 0.0, 0.0], [-0.2, -0.1, -0.1], [0.0, 0.1, -0.1], [-0.1, 0.2, -0.2], [-0.1, 0.0, -0.1], [0.2, -0.1, 0.1], [0.1, -0.1, 0.2]],
  "mulliken_charge": [-0.8484, -0.2528, -0.4013, -0.2961, 0.3123, -1.5031, 0.7829, 0.2132, 0.1014, 1.2312, -0.6925, -0.5765, -0.4736, -0.6340, 0.0042, -0.4977, 0.1333, 0.4775, -0.6077, -1.0563, 0.6272, -0.4682, -0.3167, -0.3754, -0.3142, -0.6390, 0.3931, 0.2080, -0.5539, 0.2969, 0.2735, 0.1566, 0.1034, 0.4063, 0.1727, 0.3158, 0.5323, 0.3818, 0.2528, 0.4564, 0.2804, 0.2913, 0.2205, 0.3335, 0.3215, 0.3740, 0.0113, 0.2090, 0.3179, 0.1878, -0.1666, -0.1719, -0.1458, 0.2890, 0.2086, -0.1456, -0.2451, -0.1217, 0.2994, 0.2587, -0.1985, 0.0068, -0.0880, 0.2886, -0.0608, 0.0483, -0.3887, -0.1559, 0.2703, 0.3418, -0.1584, -0.2507, -0.1313, 0.2560, 0.2874, -0.1486, -0.1279, -0.1546, 0.1519, 0.2751, -0.1488, 0.1065, -0.1575, 0.2629, -0.0573]
}

{
  "formula": "C21H26F3O6PS2",
  "method": "ωB97M-V/def2-TZVPD",
  "lumo_energy_ev": -1.263,
  "spin_multiplicity": 1,
  "smiles": "CCSCC1=C(S)C(=O)C(CCc2ccccc2)=C(C(F)(F)F)C1=O.COP(=O)(OC)OC",
  "gap_ha": 0.2776,
  "symbols": ["C", "C", "S", "C", "C", "C", "S", "C", "O", "C", "C", "C", "C", "C", "C", "C", "C", "C", "C", "C", "F", "F", "F", "C", "O", "H", "H", "H", "H", "H", "H", "H", "H", "H", "H", "H", "H", "H", "H", "H", "H", "H", "C", "O", "P", "O", "O", "C", "O", "C", "H", "H", "H", "H", "H", "H", "H", "H", "H"],
  "xyz": [[-4.502, 4.223, 2.964], [-4.080, 3.892, 1.536], [-2.776, 2.609, 1.404], [-2.604, 1.881, 3.061], [-1.288, 1.204, 3.128], [-1.052, -0.099, 2.958], [-2.343, -1.248, 2.557], [0.350, -0.591, 3.094], [0.584, -1.704, 3.496], [1.452, 0.369, 2.722], [2.711, -0.274, 2.216], [3.136, 0.165, 0.784], [3.564, -0.979, -0.092], [2.677, -1.431, -1.064], [3.005, -2.456, -1.931], [4.250, -3.060, -1.806], [5.157, -2.624, -0.857], [4.806, -1.594, 0.001], [1.231, 1.684, 2.866], [2.231, 2.756, 2.502], [2.233, 2.981, 1.177], [1.939, 3.932, 3.067], [3.479, 2.457, 2.896], [-0.098, 2.083, 3.432], [-0.259, 3.043, 4.148], [-5.232, 5.029, 2.968], [-3.640, 4.492, 3.573], [-4.910, 3.320, 3.419], [-4.926, 3.524, 0.962], [-3.656, 4.783, 1.077], [-3.432, 1.236, 3.347], [-2.578, 2.689, 3.792], [-2.541, -0.888, 1.279], [3.511, 0.018, 2.901], [2.667, -1.357, 2.291], [3.897, 0.939, 0.867], [2.283, 0.646, 0.305], [1.709, -0.954, -1.162], [2.321, -2.811, -2.688], [4.509, -3.882, -2.461], [6.139, -3.067, -0.761], [5.516, -1.238, 0.740], [-3.231, -1.537, -2.437], [-2.392, -0.962, -3.456], [-0.976, -1.700, -3.762], [-0.062, -1.311, -2.668], [-0.729, -0.928, -5.139], [-0.645, 0.496, -5.134], [-0.418, -3.089, -4.376], [-1.078, -4.316, -4.004], [-4.180, -1.007, -2.441], [-3.419, -2.593, -2.631], [-2.757, -1.421, -1.461], [-0.212, 0.862, -4.203], [-1.634, 0.931, -5.280], [-0.005, 0.788, -5.963], [-2.115, -4.319, -4.344], [-1.042, -4.458, -2.921], [-0.551, -5.132, -4.487]],
  "atomic_forces_ev_per_a": [[0.4, -0.6, -0.2], [0.2, 0.0, 0.5], [0.2, -0.2, -0.3], [-0.4, 0.6, 0.7], [0.5, -0.3, -0.3], [-0.3, 0.4, -0.5], [0.0, -0.5, 0.3], [-0.4, -0.2, 0.3], [0.2, 0.1, -0.2], [0.3, -0.1, -0.3], [0.8, 0.2, 0.3], [-0.4, 0.1, 0.2], [-0.1, -0.1, -0.3], [-0.4, 0.2, -0.1], [0.4, -0.3, 0.2], [0.1, -0.3, -0.3], [0.0, 0.1, 0.3], [0.2, 0.3, 0.2], [-0.4, -0.4, 0.1], [-0.3, 0.6, 0.5], [0.2, -0.2, -0.1], [0.0, 0.0, 0.0], [0.1, -0.2, -0.3], [-0.3, 0.5, 0.2], [0.1, 0.0, -0.1], [-0.1, 0.0, 0.1], [0.0, 0.3, -0.1], [-0.3, 0.2, 0.1], [-0.1, 0.2, -0.1], [-0.1, -0.1, -0.2], [0.1, -0.3, -0.3], [0.1, 0.1, -0.1], [0.2, 0.3, 0.1], [0.0, -0.1, 0.0], [-0.4, 0.0, -0.1], [0.2, -0.1, -0.1], [0.0, 0.0, -0.1], [0.0, 0.0, 0.0], [-0.2, 0.2, 0.0], [0.1, 0.0, 0.0], [0.0, -0.1, -0.1], [0.0, 0.0, 0.0], [0.1, 0.2, 0.3], [-0.7, -2.6, -0.3], [3.5, 3.6, -0.9], [-0.6, -0.6, 0.4], [0.1, -0.1, 0.0], [-0.1, 0.1, 0.0], [-2.6, -0.5, 0.6], [0.1, -0.1, 0.1], [0.0, 0.1, -0.1], [-0.1, 0.0, 0.0], [0.0, 0.0, 0.0], [0.0, 0.0, 0.0], [0.0, 0.0, 0.1], [0.0, -0.1, 0.0], [0.0, 0.0, 0.0], [0.0, 0.0, 0.0], [0.1, 0.1, 0.0]],
  "nbo_charge": [-0.6147, -0.5023, 0.1759, -0.5860, -0.0425, -0.2179, 0.0213, 0.5001, -0.4738, 0.0665, -0.4657, -0.4159, -0.0446, -0.1497, -0.2220, -0.2179, -0.2157, -0.2093, -0.2442, 0.9760, -0.3165, -0.3052, -0.3195, 0.6039, -0.4990, 0.2229, 0.2140, 0.2060, 0.2125, 0.2214, 0.2389, 0.2539, 0.1395, 0.2422, 0.2523, 0.2241, 0.2187, 0.2237, 0.2241, 0.2064, 0.2106, 0.2032, -0.2620, -0.7630, 2.5008, -1.1084, -0.8159, -0.2539, -0.7428, -0.2670, 0.2031, 0.1746, 0.1942, 0.1979, 0.1802, 0.1923, 0.1776, 0.1883, 0.2081]
}

{
  "formula": "C2H5N2",
  "method": "ωB97M-V/def2-TZVPD",
  "lumo_energy_ev": -5.067,
  "spin_multiplicity": 1,
  "total_charge": 1,
  "relative_energy_ev": 1.947,
  "gap_ha": 0.4085,
  "symbols": ["C", "C", "N", "N", "H", "H", "H", "H", "H"],
  "xyz": [[0.082, -0.289, -0.040], [-0.933, 0.537, 0.537], [-0.672, 0.314, -0.893], [1.146, -0.959, 0.027], [-1.839, -0.015, 0.972], [-0.766, 1.562, 0.882], [-1.585, -0.292, -1.611], [1.750, -1.242, 0.905], [1.795, -1.275, -0.719]],
  "atomic_forces_ev_per_a": [[1.0, 0.3, 0.7], [-2.4, -0.3, 1.6], [-4.9, -1.9, -4.7], [4.9, -2.8, 2.0], [1.5, 0.9, -0.4], [0.1, -0.5, 0.0], [4.0, 2.4, 2.7], [-2.5, 1.3, -1.4], [-1.6, 0.5, -0.4]],
  "nbo_charge": [0.5215, -0.2524, -0.5020, -0.6778, 0.2466, 0.2564, 0.4849, 0.4671, 0.4557]
}

{
  "formula": "C16H32Cl16F4MgN2O8S4",
  "method": "ωB97M-V/def2-TZVPD",
  "lumo_energy_ev": -8.079,
  "spin_multiplicity": 1,
  "relative_energy_ev": 13.859,
  "gap_ha": 0.0575,
  "symbols": ["Mg", "N", "S", "O", "O", "F", "S", "O", "O", "F", "N", "S", "O", "O", "F", "S", "O", "O", "F", "Cl", "C", "C", "Cl", "H", "H", "H", "H", "Cl", "C", "C", "Cl", "H", "H", "H", "H", "Cl", "C", "C", "Cl", "H", "H", "H", "H", "Cl", "C", "C", "Cl", "H", "H", "H", "H", "Cl", "C", "C", "Cl", "H", "H", "H", "H", "Cl", "C", "C", "Cl", "H", "H", "H", "H", "Cl", "C", "C", "Cl", "H", "H", "H", "H", "Cl", "C", "C", "Cl", "H", "H", "H", "H"],
  "xyz": [[9.664, 11.080, 21.194], [13.880, 14.812, 26.822], [15.198, 15.535, 27.207], [15.521, 16.753, 26.503], [16.268, 14.745, 27.769], [14.552, 16.076, 28.621], [14.605, 14.236, 25.381], [15.648, 14.967, 24.664], [13.505, 13.637, 24.629], [15.255, 12.921, 26.125], [11.301, 10.445, 17.588], [12.898, 10.001, 17.080], [13.760, 11.092, 16.662], [13.050, 8.663, 16.481], [13.292, 9.640, 18.636], [10.842, 10.369, 16.070], [10.096, 9.165, 15.794], [11.674, 11.023, 15.037], [9.670, 11.453, 16.372], [7.106, 10.971, 9.854], [8.440, 11.823, 9.005], [8.211, 13.319, 8.890], [9.655, 14.193, 8.352], [8.508, 11.338, 8.032], [9.386, 11.574, 9.486], [7.861, 13.685, 9.856], [7.415, 13.623, 8.210], [19.745, 4.358, 24.538], [18.308, 5.351, 24.711], [18.583, 6.846, 24.485], [19.371, 7.595, 25.958], [18.024, 5.115, 25.737], [17.643, 4.945, 23.950], [17.726, 7.409, 24.116], [19.225, 7.007, 23.619], [12.591, 3.230, 11.610], [10.873, 3.364, 11.782], [10.329, 1.995, 11.425], [10.646, 1.670, 9.727], [10.428, 4.171, 11.200], [10.646, 3.498, 12.840], [9.249, 2.019, 11.571], [10.775, 1.247, 12.080], [8.869, 1.129, 17.718], [9.111, 2.496, 18.784], [10.549, 2.479, 19.254], [10.847, 3.696, 20.616], [8.368, 2.381, 19.573], [8.923, 3.412, 18.223], [11.165, 2.838, 18.430], [10.948, 1.515, 19.567], [18.986, 5.201, 17.100], [19.580, 5.985, 15.487], [21.026, 5.754, 15.193], [21.268, 4.025, 14.900], [19.320, 7.029, 15.311], [19.059, 5.632, 14.598], [21.719, 5.961, 16.009], [21.310, 6.336, 14.316], [21.358, 12.816, 19.414], [21.408, 14.360, 18.350], [22.503, 14.300, 17.309], [22.160, 12.746, 16.289], [21.522, 15.236, 18.988], [20.393, 14.414, 17.956], [23.565, 14.255, 17.554], [22.334, 15.095, 16.584], [16.652, 16.560, 10.008], [16.808, 14.766, 9.940], [16.398, 14.107, 11.194], [16.559, 12.391, 10.857], [17.872, 14.650, 9.733], [16.277, 14.362, 9.079], [15.328, 14.315, 11.192], [16.997, 14.477, 12.025], [10.472, 17.856, 16.061], [11.832, 18.701, 15.374], [13.109, 17.981, 15.634], [13.427, 17.541, 17.325], [11.882, 19.678, 15.854], [11.684, 18.917, 14.315], [14.005, 18.463, 15.243], [12.991, 17.035, 15.106]],
  "atomic_forces_ev_per_a": [[0.4, -0.1, -0.4], [1.5, -0.7, -3.6], [1.9, 4.8, 7.3], [-0.4, -1.0, 0.4], [-0.6, 0.2, -1.5], [0.4, 0.0, -1.1], [-2.3, -4.0, -2.7], [-2.0, -1.8, 1.8], [1.5, 1.2, 0.6], [-0.1, 1.3, -1.4], [3.9, -0.6, -1.7], [4.0, -2.3, 3.0], [-1.6, -1.6, 1.2], [-1.0, 3.1, 0.7], [0.0, 0.8, -1.0], [-5.0, 2.0, -3.3], [1.1, 1.0, 0.0], [-1.8, -1.9, 2.5], [0.1, -0.2, -0.8], [0.2, 0.4, 0.0], [0.4, -0.5, -0.8], [-1.0, 0.0, 0.5], [0.2, -0.1, 0.1], [-0.1, 0.2, -0.1], [-0.2, 0.3, 0.4], [0.5, 0.2, 0.1], [0.1, -0.5, -0.2], [1.1, -0.4, -0.2], [0.0, 0.6, 0.0], [0.4, -0.2, -0.2], [-0.6, -0.3, -1.0], [-0.7, 0.4, -0.3], [-0.4, 0.3, 0.3], [-0.5, 0.0, 1.1], [0.7, -0.4, 0.4], [1.4, 0.7, 0.0], [-0.9, -0.9, 0.7], [-0.8, 0.7, 0.3], [-0.1, -0.5, -0.5], [0.3, -0.1, -0.1], [0.1, 0.3, 0.0], [0.0, -0.2, -0.1], [0.0, -0.1, -0.3], [-0.1, -0.6, -0.7], [-0.1, 0.4, 0.7], [0.7, 0.9, 0.2], [-0.4, -0.7, -0.7], [0.3, 0.2, 0.1], [-0.1, -0.1, 0.1], [0.1, -0.1, 0.1], [-0.4, 0.1, 0.2], [0.6, 1.2, -2.1], [-0.7, 0.1, -0.3], [0.4, -0.2, 0.8], [0.3, -0.5, -0.4], [0.1, 0.4, 1.5], [-0.5, -1.2, 0.6], [-0.3, 0.4, 0.0], [0.0, -0.2, 0.0], [0.2, 1.5, -0.6], [0.2, -0.8, 1.1], [-1.2, -1.4, -1.5], [0.5, 1.1, 0.5], [0.2, -0.2, 0.3], [0.4, -0.1, -0.4], [-0.4, -0.1, 0.6], [0.1, 0.1, 0.1], [-0.4, -0.2, 0.1], [1.7, 0.8, -1.5], [-0.9, 0.6, -0.6], [0.2, -0.8, 0.5], [-0.1, -0.3, 0.1], [-0.2, 0.3, 0.1], [0.0, -0.1, 1.2], [-0.4, -0.4, 0.2], [-0.8, -0.4, 0.0], [0.5, 1.9, 0.6], [0.4, -1.5, -0.9], [0.0, 0.3, 0.1], [-0.2, 0.1, 0.1], [0.0, -0.5, 0.0], [-0.3, 0.3, 0.1], [0.4, -0.2, 0.1]],
  "mulliken_charge": [1.1191, -0.2248, 1.1730, -0.4876, -0.4788, -0.3115, 1.1124, -0.4463, -0.6161, -0.2258, -0.1741, 1.0375, -0.4650, -0.4983, -0.2897, 1.0513, -0.5115, -0.4684, -0.2954, -0.2025, -0.4284, -0.4036, -0.1926, 0.2999, 0.3227, 0.3014, 0.3031, -0.1784, -0.4243, -0.3952, -0.1904, 0.2930, 0.2771, 0.3090, 0.3090, -0.1656, -0.3862, -0.4660, -0.1660, 0.3258, 0.2456, 0.2834, 0.3290, -0.1855, -0.3341, -0.4788, -0.2230, 0.2981, 0.2753, 0.2997, 0.3486, -0.1991, -0.4881, -0.4039, -0.1774, 0.3489, 0.3368, 0.2972, 0.2855, -0.1889, -0.4256, -0.4024, -0.1992, 0.3264, 0.3015, 0.3252, 0.2628, -0.2112, -0.5641, -0.2955, -0.1900, 0.3221, 0.3596, 0.2578, 0.3212, -0.1706, -0.3802, -0.4579, -0.1781, 0.2767, 0.3045, 0.3270, 0.2788]
}

Number 1: HOMO energy -8.423 eV, E_tot -229653.7219 eV, largest force on an atom 0.0933 Eh/bohr. Number 2: HOMO energy -8.816 eV, E_tot -73595.7962 eV, largest force on an atom 0.0989 Eh/bohr. Number 3: HOMO energy -16.184 eV, E_tot -5125.0995 eV, largest force on an atom 0.1376 Eh/bohr. Number 4: HOMO energy -9.643 eV, E_tot -296472.3963 eV, largest force on an atom 0.1735 Eh/bohr.